# 1
{
  "formula": "C6H10O",
  "method": "wB97M-V/def2-TZVPD",
  "relative_energy_kj_mol": 443.20,
  "homo_energy_ev": -8.095,
  "orbital_gap_ev": 9.13,
  "multiplicity": 1,
  "symbols": ["C", "C", "C", "C", "O", "C", "C", "H", "H", "H", "H", "H", "H", "H", "H", "H", "H"],
  "positions_angstrom": [[-0.916, 0.189, 1.564], [0.336, 0.433, 0.745], [1.182, -0.808, 0.346], [1.117, -0.360, -1.122], [0.018, -0.949, -1.860], [-0.822, 0.137, -1.572], [0.239, 0.864, -0.759], [-1.532, 1.093, 1.638], [-0.639, -0.126, 2.575], [-1.534, -0.599, 1.122], [0.965, 1.169, 1.255], [2.189, -0.826, 0.779], [0.707, -1.780, 0.518], [2.035, -0.337, -1.718], [-1.981, -0.197, -0.695], [-1.872, 0.197, -1.828], [0.507, 1.900, -0.988]],
  "forces_ev_per_a": [[0.01, 0.03, 0.07], [0.03, 0.14, 0.21], [-0.01, -0.05, -0.04], [0.01, 0.03, -0.20], [-0.32, -0.28, -0.15], [-1.90, -0.84, 2.52], [-0.35, 0.16, 0.11], [0.09, -0.10, 0.03], [-0.03, 0.07, -0.08], [0.15, 0.12, 0.14], [-0.04, -0.08, 0.00], [-0.17, 0.00, -0.15], [0.03, 0.16, -0.04], [-0.27, 0.04, 0.08], [2.38, -0.37, 0.35], [0.61, 1.19, -2.81], [-0.21, -0.22, -0.05]]
}

# 2
{
  "formula": "C28H62Cl9FNaO20P3S4",
  "method": "wB97M-V/def2-TZVPD",
  "homo_energy_ev": -9.416,
  "orbital_gap_ev": 9.33,
  "multiplicity": 1,
  "symbols": ["Na", "F", "C", "C", "C", "S", "O", "O", "C", "H", "H", "H", "H", "H", "H", "H", "H", "C", "C", "C", "S", "O", "O", "C", "H", "H", "H", "H", "H", "H", "H", "H", "C", "C", "C", "S", "O", "O", "C", "H", "H", "H", "H", "H", "H", "H", "H", "C", "C", "C", "S", "O", "O", "C", "H", "H", "H", "H", "H", "H", "H", "H", "C", "O", "P", "O", "O", "C", "O", "C", "H", "H", "H", "H", "H", "H", "H", "H", "H", "C", "O", "P", "O", "O", "C", "O", "C", "H", "H", "H", "H", "H", "H", "H", "H", "H", "C", "O", "P", "O", "O", "C", "O", "C", "H", "H", "H", "H", "H", "H", "H", "H", "H", "C", "Cl", "Cl", "Cl", "H", "C", "Cl", "Cl", "Cl", "H", "C", "Cl", "Cl", "Cl", "H"],
  "positions_angstrom": [[0.123, 0.112, 0.083], [-0.207, 1.557, 2.009], [-0.338, -3.855, 4.674], [-1.389, -2.724, 4.752], [-1.128, -1.691, 3.624], [-0.027, -2.498, 2.530], [1.317, -1.973, 2.653], [-0.527, -2.440, 1.154], [-0.090, -4.112, 3.217], [-0.735, -4.747, 5.169], [0.583, -3.580, 5.192], [-1.405, -2.140, 5.660], [-2.367, -3.217, 4.694], [-0.552, -0.809, 3.914], [-2.042, -1.379, 3.156], [0.820, -4.557, 2.817], [-1.008, -4.498, 2.784], [-5.629, -2.133, -5.176], [-4.355, -1.418, -4.710], [-3.994, -1.938, -3.311], [-4.870, -3.395, -3.071], [-6.025, -3.133, -2.241], [-3.983, -4.509, -2.689], [-5.416, -3.579, -4.703], [-5.768, -2.182, -6.245], [-6.498, -1.668, -4.693], [-4.514, -0.340, -4.696], [-3.518, -1.587, -5.402], [-4.399, -1.222, -2.608], [-2.930, -2.095, -3.194], [-6.327, -4.151, -4.687], [-4.592, -4.045, -5.234], [1.472, 3.608, -4.515], [2.208, 2.396, -3.870], [3.752, 2.599, -4.000], [3.930, 3.753, -5.264], [3.692, 3.066, -6.536], [5.141, 4.485, -5.170], [2.502, 4.681, -4.834], [0.715, 3.929, -3.802], [0.982, 3.303, -5.444], [1.970, 1.443, -4.335], [2.036, 2.296, -2.801], [4.374, 1.725, -4.213], [4.124, 3.012, -3.063], [2.297, 5.309, -5.694], [2.707, 5.269, -3.940], [1.656, -0.264, 5.451], [3.069, -0.435, 5.950], [2.930, -1.100, 7.287], [1.483, -0.356, 8.065], [1.974, 0.763, 8.891], [0.682, -1.400, 8.641], [0.836, 0.274, 6.627], [1.401, -1.285, 5.157], [1.560, 0.357, 4.560], [3.556, 0.516, 6.199], [3.747, -1.015, 5.326], [3.709, -0.926, 8.026], [2.746, -2.182, 7.341], [0.909, 1.352, 6.569], [-0.187, -0.084, 6.557], [-4.824, 2.420, -2.810], [-3.952, 1.651, -2.024], [-2.401, 1.628, -2.310], [-1.661, 0.826, -1.306], [-2.329, 1.093, -3.771], [-1.200, 0.608, -4.404], [-1.910, 3.128, -2.461], [-1.936, 3.958, -1.297], [-5.559, 1.676, -3.125], [-4.289, 2.771, -3.681], [-5.288, 3.237, -2.252], [-1.340, -0.323, -4.944], [-0.398, 0.484, -3.662], [-0.849, 1.377, -5.098], [-2.809, 4.596, -1.260], [-1.017, 4.523, -1.237], [-1.939, 3.330, -0.396], [3.852, -0.144, 2.140], [4.492, 0.066, 0.936], [3.817, 1.048, -0.132], [2.477, 0.659, -0.592], [3.824, 2.531, 0.425], [2.772, 3.070, 1.120], [4.925, 1.120, -1.241], [5.765, 0.102, -1.595], [3.937, -1.194, 2.407], [2.814, 0.162, 2.228], [4.410, 0.430, 2.880], [2.648, 4.061, 0.670], [3.056, 3.244, 2.151], [1.801, 2.570, 1.069], [5.251, -0.845, -1.733], [6.510, -0.090, -0.807], [6.322, 0.357, -2.485], [-0.852, -4.485, -1.948], [0.522, -4.290, -1.850], [1.197, -2.900, -2.146], [0.414, -1.714, -1.742], [2.628, -3.045, -1.497], [2.770, -3.136, -0.111], [1.538, -2.905, -3.702], [1.913, -1.715, -4.296], [-1.163, -5.281, -1.267], [-1.178, -4.770, -2.948], [-1.390, -3.578, -1.688], [3.553, -3.861, 0.116], [1.803, -3.426, 0.246], [2.996, -2.145, 0.279], [2.761, -1.234, -3.790], [1.123, -0.973, -4.364], [2.258, -2.032, -5.268], [-4.920, -0.108, 0.581], [-4.112, -1.654, 0.641], [-5.577, 0.416, 2.074], [-6.180, -0.125, -0.703], [-4.214, 0.656, 0.307], [-2.822, 2.075, 4.761], [-3.372, 0.414, 5.000], [-2.468, 2.827, 6.298], [-4.008, 2.987, 3.877], [-1.956, 1.999, 4.101], [0.745, 4.466, 3.699], [1.707, 5.848, 3.238], [-0.974, 4.962, 3.842], [1.335, 3.834, 5.260], [0.762, 3.623, 3.012]],
  "forces_ev_per_a": [[-0.12, 0.11, 0.21], [0.31, -0.24, -0.25], [0.34, -0.04, 1.23], [-0.03, 0.26, -0.23], [0.06, -0.41, 0.85], [0.07, 1.23, -2.87], [0.18, -0.15, 0.77], [-0.02, -0.42, 0.82], [-0.50, 0.46, -0.75], [0.19, 0.11, -0.07], [0.02, 0.02, -0.03], [0.24, -0.35, 0.65], [0.03, 0.47, -0.41], [-0.29, 0.04, 0.28], [-0.18, 0.11, -0.59], [-0.13, -0.55, 0.50], [0.07, -0.58, -0.30], [0.32, -0.62, 0.45], [0.25, 0.40, -0.78], [0.47, 1.80, -0.50], [0.12, -2.98, 2.08], [0.20, 0.11, -0.18], [-0.84, 1.43, -0.54], [-0.42, 0.57, -0.59], [-0.02, 0.50, -0.33], [0.06, -0.32, -0.17], [0.11, 0.01, 0.10], [-0.28, -0.15, 0.08], [0.28, -0.01, 0.58], [0.15, 0.00, 0.29], [-0.15, -0.52, -0.11], [-0.13, -0.23, -0.30], [-0.24, -0.71, -0.07], [1.22, -0.40, -0.05], [-0.50, -0.71, 1.21], [0.24, -1.03, -2.27], [-0.39, 0.56, 1.13], [1.00, 1.01, 0.42], [-0.36, 0.18, 0.23], [-0.09, 0.33, -0.22], [0.00, -0.02, 0.21], [-0.36, 0.06, -0.10], [-0.43, 0.01, -0.01], [-0.38, 0.01, -0.17], [0.20, 0.26, -0.13], [-0.27, 0.18, 0.05], [0.30, 0.19, -0.15], [0.30, -0.75, -0.47], [1.19, 0.60, 0.84], [-0.26, -1.01, 1.69], [2.80, 0.93, 2.31], [-0.92, -1.36, -0.86], [-0.53, -0.04, 0.04], [-1.36, 0.33, -2.54], [-0.67, 0.12, 0.02], [-0.05, 0.08, 0.09], [-0.07, 0.13, -0.54], [-0.20, 0.11, -0.35], [0.34, 0.20, -0.24], [-0.07, 0.17, -0.62], [-0.28, 0.19, 0.52], [-0.30, 0.38, 0.02], [-0.78, -0.49, -0.76], [1.28, -0.14, 1.13], [0.84, -0.83, 1.46], [-0.63, 0.72, -0.69], [-1.83, 0.06, -0.18], [2.41, 0.54, -0.12], [-0.26, -0.03, -0.47], [0.27, -0.65, 1.30], [-0.40, 0.56, -0.16], [-0.11, 0.44, -0.33], [0.18, -0.20, 0.02], [-0.49, -0.09, 0.15], [-0.13, -0.32, -0.17], [-0.04, -0.18, -0.18], [-0.15, 0.18, -0.35], [0.10, 0.29, -0.32], [-0.04, 0.10, -0.11], [0.02, -0.19, 2.49], [0.11, 0.83, -2.50], [-0.07, 0.13, 0.13], [-0.24, -0.39, 0.13], [2.08, -2.05, -1.15], [-1.72, 2.20, 0.53], [-1.27, 1.86, 0.49], [1.79, -2.03, 0.39], [-0.17, -0.09, -0.06], [-0.29, -0.03, -0.53], [-0.05, -0.01, 0.32], [-0.29, 0.05, 0.27], [0.06, -0.19, 0.34], [0.20, -0.50, -0.04], [-0.27, -0.10, -0.27], [-0.16, 0.17, -0.11], [-0.14, 0.24, -0.33], [-1.95, -0.12, -0.07], [1.65, 0.12, -0.14], [-0.21, 0.77, 0.04], [0.25, -0.32, -0.05], [0.10, -0.03, -2.01], [-0.06, 0.34, 0.65], [-0.80, -1.46, 1.52], [1.24, 1.11, -0.76], [0.23, 0.14, -0.02], [0.31, -0.05, -0.11], [-0.07, 0.11, 0.21], [-0.15, 0.10, 0.06], [-0.30, -0.40, 1.02], [0.15, -0.08, 0.19], [-0.13, -0.16, 0.08], [-0.30, -0.15, -0.02], [0.01, 0.41, -0.51], [-0.07, 0.29, -1.13], [0.15, -0.20, 0.14], [-0.55, -0.05, 1.02], [0.11, -0.05, 0.29], [0.35, -0.06, -0.38], [0.41, -0.34, -0.48], [-0.17, -0.32, 0.21], [0.24, 0.02, 0.16], [-0.55, 0.44, -0.25], [0.23, 0.20, 0.32], [-0.83, -0.23, 0.66], [0.20, -0.02, -0.34], [0.50, -0.18, -0.07], [-0.08, 0.02, -0.12], [0.08, 0.16, -0.29]]
}

# 3
{
  "formula": "C28H33N4",
  "method": "wB97M-V/def2-TZVPD",
  "relative_energy_kj_mol": 29.02,
  "homo_energy_ev": -10.221,
  "orbital_gap_ev": 6.10,
  "multiplicity": 1,
  "charge": 1,
  "symbols": ["C", "C", "N", "C", "C", "C", "C", "N", "C", "H", "H", "H", "H", "H", "H", "H", "H", "H", "H", "H", "H", "C", "C", "N", "C", "C", "C", "C", "C", "C", "C", "C", "C", "C", "C", "C", "N", "C", "C", "C", "C", "C", "C", "C", "H", "H", "H", "H", "H", "H", "H", "H", "H", "H", "H", "H", "H", "H", "H", "H", "H", "H", "H", "H", "H"],
  "positions_angstrom": [[0.916, -3.980, -0.953], [0.843, -2.538, -0.513], [-0.400, -1.812, -0.844], [-1.447, -2.553, -0.674], [-2.910, -2.091, -0.640], [-3.716, -3.392, -0.427], [-2.710, -4.535, -0.368], [-1.430, -3.886, -0.427], [-0.290, -4.740, -0.447], [0.961, -4.068, -2.043], [1.811, -4.460, -0.560], [0.942, -2.543, 0.581], [1.674, -1.972, -0.927], [-3.052, -1.398, 0.205], [-3.199, -1.569, -1.558], [-4.268, -3.355, 0.515], [-4.419, -3.577, -1.244], [-2.813, -5.164, 0.537], [-2.815, -5.233, -1.219], [-0.497, -5.620, -1.074], [-0.086, -5.143, 0.561], [0.068, 1.425, -3.805], [0.953, 1.317, -2.639], [2.300, 1.213, -2.759], [2.999, 1.198, -4.028], [2.918, 1.227, -1.509], [1.903, 1.431, -0.544], [2.286, 1.715, 0.755], [3.643, 1.768, 1.085], [4.630, 1.516, 0.122], [4.273, 1.268, -1.210], [0.612, 1.344, -1.255], [-0.682, 1.317, -0.727], [-0.968, 1.719, 0.616], [-1.591, 2.873, 1.189], [-2.146, 4.080, 0.542], [-1.593, 2.743, 2.549], [-2.151, 3.717, 3.469], [-1.002, 1.545, 2.929], [-0.564, 0.912, 1.746], [0.223, -0.225, 1.806], [0.458, -0.807, 3.050], [0.047, -0.155, 4.227], [-0.660, 1.057, 4.183], [-0.946, 1.564, -3.418], [0.351, 2.314, -4.389], [0.072, 0.549, -4.473], [4.066, 1.076, -3.831], [2.639, 0.372, -4.656], [2.859, 2.139, -4.578], [1.532, 1.923, 1.508], [3.936, 2.011, 2.107], [5.684, 1.553, 0.401], [5.000, 1.136, -2.009], [-1.526, 1.067, -1.381], [-1.943, 3.963, -0.525], [-3.231, 4.216, 0.678], [-1.643, 4.995, 0.893], [-2.004, 3.355, 4.491], [-1.647, 4.688, 3.374], [-3.227, 3.851, 3.293], [0.642, -0.587, 0.878], [0.966, -1.768, 3.103], [0.314, -0.592, 5.187], [-0.948, 1.606, 5.075]],
  "forces_ev_per_a": [[0.05, -0.45, -0.60], [-0.13, 0.47, 0.04], [-0.58, -0.62, 0.24], [0.14, 0.30, -0.14], [0.38, -0.11, 0.02], [-0.51, 0.09, 0.06], [-0.25, -0.51, -0.07], [-0.55, -0.32, 0.27], [0.73, -0.49, 0.33], [0.01, 0.19, 0.01], [0.15, 0.11, -0.05], [0.12, 0.10, -0.05], [0.19, 0.05, 0.05], [0.18, -0.16, -0.33], [0.19, -0.08, 0.15], [-0.09, 0.09, -0.25], [-0.01, 0.19, 0.25], [0.12, 0.38, -0.21], [0.03, 0.26, 0.18], [0.00, 0.21, 0.01], [-0.18, 0.18, -0.14], [-0.58, 0.16, -0.16], [1.68, -1.24, -0.02], [-1.82, 0.13, -0.60], [0.22, 0.01, -0.41], [-0.23, 0.77, 1.03], [0.45, -0.14, -0.37], [0.09, 0.19, 0.51], [0.06, -0.18, -0.30], [-0.19, 0.04, -0.18], [-0.23, -0.05, 0.08], [-0.83, 0.08, 0.97], [1.29, 1.12, -1.49], [-0.58, 0.83, 2.21], [0.28, -2.00, -0.38], [0.03, 0.26, -0.56], [-0.04, -0.13, 0.09], [-0.07, 0.17, 0.12], [0.46, 0.24, -0.72], [-0.11, 0.52, 0.18], [-0.08, -0.54, 0.45], [-0.05, 0.30, -0.37], [-0.34, 0.39, 0.02], [0.16, -0.60, 0.12], [0.13, 0.00, -0.39], [-0.16, -0.26, 0.05], [0.19, 0.24, 0.32], [-0.26, -0.06, -0.17], [0.16, 0.17, 0.21], [-0.02, -0.20, 0.25], [0.34, 0.00, -0.12], [-0.09, -0.09, -0.30], [-0.32, -0.01, -0.10], [0.07, 0.02, 0.40], [0.36, 0.39, -0.10], [-0.16, 0.34, 0.02], [0.36, -0.18, 0.08], [-0.15, -0.28, -0.13], [-0.08, 0.13, -0.29], [-0.13, -0.26, 0.01], [0.29, -0.03, 0.07], [-0.17, -0.27, 0.31], [0.12, 0.31, 0.10], [-0.15, 0.13, -0.17], [0.14, -0.30, 0.01]]
}

# 4
{
  "formula": "C9H15ClN5",
  "method": "wB97M-V/def2-TZVPD",
  "relative_energy_kj_mol": 97.48,
  "homo_energy_ev": [-10.260, -9.944],
  "orbital_gap_ev": [6.29, 6.00],
  "multiplicity": 1,
  "charge": 1,
  "symbols": ["C", "C", "C", "C", "C", "C", "C", "C", "C", "N", "N", "N", "N", "N", "Cl", "H", "H", "H", "H", "H", "H", "H", "H", "H", "H", "H", "H", "H", "H", "H"],
  "positions_angstrom": [[0.245, -1.332, -1.672], [-0.659, 0.311, 1.733], [-0.474, -2.543, -1.309], [-1.175, -1.978, 0.932], [1.327, -0.455, -3.641], [-1.558, 2.688, 1.868], [0.932, 2.265, 1.726], [-0.366, 1.543, 3.721], [-0.417, 1.598, 2.161], [-0.725, -0.703, 1.170], [-0.994, -2.740, -0.091], [-0.458, -3.596, -2.169], [2.229, -0.648, -4.639], [0.910, -1.482, -2.900], [-1.852, -2.743, 2.300], [0.941, 0.651, -3.421], [-2.161, 2.274, 1.016], [-2.176, 2.988, 2.632], [-1.164, 3.631, 1.489], [1.675, 1.750, 2.259], [1.007, 1.940, 0.662], [0.937, 3.262, 1.902], [0.540, 1.245, 4.121], [-0.509, 2.570, 4.052], [-0.983, 0.853, 4.038], [-1.162, -4.279, -1.872], [-0.422, -3.446, -3.147], [2.470, 0.189, -5.055], [2.806, -1.468, -4.617], [1.233, -2.346, -3.247]],
  "forces_ev_per_a": [[-1.59, -0.75, 1.14], [0.46, -1.52, -2.50], [2.53, 3.41, -0.36], [0.71, -1.09, -0.93], [-0.16, 0.80, 0.55], [0.61, -1.87, -3.97], [-1.30, -4.92, -2.56], [1.80, 3.42, -2.08], [-0.02, 4.93, 3.15], [-0.73, 0.12, 0.71], [-0.38, 0.39, -0.49], [-1.23, -2.28, 1.10], [-2.31, -0.56, 2.40], [-0.01, 2.81, -0.28], [-0.31, 0.16, 0.78], [0.81, -2.85, -0.42], [0.12, 0.61, 0.81], [-1.38, -0.18, 2.12], [0.57, -0.27, -0.09], [1.38, -0.41, 0.60], [0.51, 1.06, 0.47], [-0.13, 2.89, 0.38], [2.30, -0.63, 0.31], [-0.46, -0.32, 0.35], [-3.98, -2.85, 2.13], [0.60, -0.02, -0.57], [-0.36, 0.26, -0.64], [1.21, 1.39, -1.44], [0.31, 0.00, -0.41], [0.42, -1.74, -0.27]]
}

Number 1: calculated total energy -8426.6469 eV. Number 2: calculated total energy -262042.2602 eV. Number 3: calculated total energy -35526.2082 eV. Number 4: calculated total energy -29536.7372 eV.